1.
Molecular formula: C35H41AsN3O2P2STi
Method: DFT, wB97M-V/def2-TZVPD

Results
Expectation value of S² = 2.01
Frontier orbital gap (alpha / beta) = 7.16 / 7.18 eV
Energy above the lowest of the compared OMol25 structures with the same formula, charge and spin = 4.6 kcal per mole
E_LUMO (alpha / beta) = -2.39 / -2.69 eV
Spin multiplicity = 3
Net charge = +1

Positions of all 86 atoms, in Å:
As  2.6147  -2.0491  4.3104
H  1.1781  0.1279  2.9258
C  -3.0585  -2.4267  -3.0890
C  2.2552  -4.4420  -0.2317
C  -2.9931  0.3449  2.7391
H  2.5771  -1.8740  6.8660
H  -8.0767  2.7371  -1.2062
H  2.3860  -3.8095  0.6382
H  -0.8411  4.3044  0.3000
H  -0.5919  2.0606  -4.9310
H  -3.0807  2.4748  3.0591
H  -6.2421  1.1229  -1.5107
N  0.5373  1.9992  3.1696
O  0.4791  3.7425  1.8036
H  -3.5259  -1.9626  -3.9470
C  -5.4937  4.9031  -1.4892
H  1.7300  -6.7060  -3.3208
C  1.4198  -4.0360  -1.2672
C  -1.1193  -2.7324  -1.6964
C  -3.1803  -3.8654  -1.1646
C  -6.0268  2.1858  -1.4917
H  -4.8242  -3.4848  -2.4899
C  -6.7959  4.4550  -1.3229
N  -0.2314  0.5010  -2.0564
H  0.5935  5.3285  0.5607
H  4.4675  -0.6878  5.4516
H  3.2587  -4.4567  4.8178
C  -3.0453  -0.6760  1.8097
H  -3.2674  3.0151  0.6632
C  2.9037  -5.6659  -0.3164
H  -2.9216  0.1113  3.7942
C  -3.1828  1.9823  0.9810
H  3.4141  0.3620  4.4844
C  -0.3115  1.4232  -4.1070
H  -1.3815  -4.0496  -0.0146
H  4.6369  -0.6367  3.6848
H  -5.2837  5.9649  -1.4996
H  -1.6090  2.9493  -1.4607
C  -7.0616  3.0931  -1.3238
H  -1.1749  -1.4853  -3.4636
H  -3.2978  -1.1862  -0.2715
C  3.8326  -3.5385  4.6971
H  2.3940  -1.1140  -1.9134
C  -1.7241  -2.1534  -2.8136
C  -1.9395  2.2982  -2.2795
C  -3.0818  1.6810  2.3230
H  4.5260  -3.6707  3.8672
C  1.4413  -1.3570  -2.3984
H  1.2483  0.0617  -4.9592
N  0.5280  0.6466  3.5095
C  1.8794  -6.0692  -2.4593
H  3.2212  -7.4301  -1.4901
P  0.6008  -2.4364  -1.2041
C  0.2288  4.3093  0.5033
C  -3.7856  -3.2754  -2.2694
H  -2.9942  -1.7111  2.1218
C  -3.2064  0.9636  0.0069
H  -2.2943  2.9611  -3.0718
C  -3.1680  -0.3768  0.4437
H  1.6869  -1.9844  -3.2593
H  0.5642  -4.5388  -3.1821
C  3.9257  -0.6004  4.5098
H  -3.4486  4.3700  -1.7765
C  -4.4557  3.9944  -1.6459
C  1.8109  -1.8977  6.0911
O  -0.0173  1.7060  0.9909
H  1.2212  -0.9829  6.1387
H  -3.7428  -4.5394  -0.5317
Ti  -0.9415  0.1758  -0.1473
C  1.2286  -4.8496  -2.3835
H  -0.4004  0.2609  3.3756
H  3.5522  -5.9871  0.4876
C  0.3207  2.4392  1.9228
C  0.6707  -0.1577  -2.8531
C  0.6500  0.3815  -4.1199
H  4.3998  -3.3495  5.6084
C  2.7167  -6.4751  -1.4273
C  -0.8288  1.4608  -2.8324
S  0.5970  -1.6965  0.6588
H  1.1501  -2.7461  6.2667
C  -1.8544  -3.5945  -0.8776
P  -3.4476  1.3070  -1.8117
H  0.8764  2.6391  3.8682
H  -7.6031  5.1653  -1.2021
H  0.7596  3.7532  -0.2662
C  -4.7112  2.6243  -1.6451



2.
Molecular formula: C16H16N2O3
Method: DFT, wB97M-V/def2-TZVPD

Results
Frontier orbital gap = 8.79 eV
SMILES = C/C(=N\NC(=O)COc1ccccc1)c1ccc(O)cc1
Energy above the lowest of the compared OMol25 structures with the same formula, charge and spin = 52.7 kcal per mole
E_LUMO = 0.64 eV
Net charge = 0

Positions of all 37 atoms, in Å:
H  3.4154  2.4176  -2.0112
H  -0.2857  1.9298  1.1927
C  1.6445  1.2420  0.6096
O  1.6239  0.3564  1.6468
H  -1.2863  -2.8855  -2.2531
H  -3.1072  0.3829  2.3777
H  1.4111  3.8390  -2.2401
C  -4.0653  0.2024  0.4674
C  2.5970  2.3177  -1.3133
C  -1.6782  -0.9852  -0.3813
O  3.9878  -1.9368  0.2678
H  3.5776  0.7732  -0.2213
C  1.4756  3.1155  -1.4415
C  2.6437  -0.6037  1.7408
H  -5.2057  1.0266  1.7667
H  -0.1847  -1.6757  -2.9271
H  -1.0008  -0.6556  1.6134
C  -0.4088  -1.5815  -0.8004
C  -2.7465  -0.8161  -1.2634
C  2.8864  -1.4931  0.5224
C  -3.9233  -0.2297  -0.8480
H  -2.6610  -1.1233  -2.2939
H  -4.7484  -0.0936  -1.5289
H  0.4530  -3.0889  -2.0801
C  -3.0038  0.0450  1.3545
O  -5.2422  0.7677  0.8376
C  0.5165  2.0528  0.4834
N  0.5768  -1.3745  -0.0166
H  3.6091  -0.1446  1.9975
C  2.6899  1.3824  -0.2954
H  2.0461  -2.3708  -1.0854
C  -1.8287  -0.5379  0.9337
C  0.4353  2.9786  -0.5352
C  -0.3520  -2.3552  -2.0911
H  2.3435  -1.2556  2.5686
H  -0.4464  3.5956  -0.6259
N  1.8237  -1.8050  -0.2628



3.
Molecular formula: C7H19N3O4P
Method: DFT, wB97M-V/def2-TZVPD

Results
Frontier orbital gap = 9.30 eV
Energy above the lowest of the compared OMol25 structures with the same formula, charge and spin = 0.0 kcal per mole
E_LUMO = -3.43 eV
Net charge = +1

Positions of all 34 atoms, in Å:
H  -0.0977  -2.8204  -2.1936
H  -1.0636  1.2259  -1.8629
O  -1.4739  -1.5437  0.2529
C  5.1144  -0.3977  -0.0378
H  -5.3954  -1.8937  1.8909
H  1.4144  0.1777  -2.1248
H  1.2700  1.8631  -1.6122
C  -5.0005  -1.3240  1.0555
H  -5.1871  -1.8128  0.1070
H  5.5043  0.5512  0.3312
H  -1.3207  0.7696  0.9331
O  -5.5360  0.6852  2.0462
H  -3.9425  -1.1287  1.2017
H  -1.1081  2.3467  0.1786
H  5.4530  -1.1995  0.6142
H  -0.7310  -1.5309  0.8740
O  3.6822  -0.4033  -0.0566
H  1.3554  -0.4554  0.3554
C  -0.6986  1.3441  0.2513
O  -6.3007  0.3214  0.0601
H  3.4144  1.6252  -0.4037
H  3.2619  1.1177  1.2938
N  0.6967  1.4729  0.8501
C  1.0149  0.8279  -1.3522
N  -5.6775  0.0030  1.0492
H  0.9649  -2.0420  -1.2141
H  0.7390  1.2914  1.8520
C  1.5921  0.5587  0.0236
N  0.1731  -1.9090  -1.8370
P  -1.2056  -1.0787  -1.3133
C  -0.4858  0.6816  -1.1189
C  3.0709  0.8132  0.2527
H  1.0194  2.4307  0.7021
H  5.4838  -0.5674  -1.0485



4.
Molecular formula: C6H7N2O2
Method: DFT, wB97M-V/def2-TZVPD

Results
Expectation value of S² = 2.01
Frontier orbital gap (alpha / beta) = 7.04 / 7.13 eV
Energy above the lowest of the compared OMol25 structures with the same formula, charge and spin = 53.1 kcal per mole
E_LUMO (alpha / beta) = -3.57 / -7.71 eV
Spin multiplicity = 3
Net charge = +1

Positions of all 17 atoms, in Å:
N  0.2266  -0.4353  -0.6780
H  1.6287  -0.5873  -2.1041
C  -1.8015  2.1951  -1.4178
O  -1.6791  2.4548  -2.5490
N  -0.8854  0.8963  0.6088
C  -0.6942  0.4803  -0.6733
C  0.6670  -0.7146  0.6943
H  1.3849  -1.3511  1.0331
H  0.1238  -1.2976  -2.6179
O  -2.1845  2.6234  -0.2672
C  -1.8384  1.9305  0.9685
H  1.0423  -2.1370  -1.4038
H  -1.2850  2.6033  1.5653
H  0.1439  0.2566  2.5955
C  0.0676  0.2117  1.4605
C  0.7271  -1.2040  -1.7839
H  -2.8698  1.6590  1.4564



5.
Molecular formula: H26O13
Method: DFT, wB97M-V/def2-TZVPD

Results
Frontier orbital gap = 9.36 eV
Energy above the lowest of the compared OMol25 structures with the same formula, charge and spin = 133.2 kcal per mole
E_LUMO = -0.33 eV
Net charge = 0

Positions of all 39 atoms, in Å:
H  -2.9639  -4.7565  0.9044
H  -1.4551  0.8816  -2.2338
H  1.5071  1.5091  1.8858
H  2.4520  -1.3841  4.3458
H  1.8420  0.2118  -1.5301
O  -0.3611  -2.4215  2.8577
H  1.0261  1.0311  -4.4054
H  -2.0780  -2.3330  0.0501
H  2.6986  2.7439  0.9345
O  1.9395  -0.5735  4.3103
H  2.5638  4.2278  0.7460
H  -0.5169  -1.1677  0.0118
H  -1.2198  2.4503  0.9952
H  -3.2342  -2.4000  1.0300
H  -1.7746  -1.8382  -2.4829
H  -0.5967  0.2033  0.6079
H  1.9251  -0.2403  3.3590
H  0.2140  -1.9118  3.4273
H  1.3342  2.0309  -0.6551
H  -1.3167  -2.0618  2.9178
H  0.2736  0.8867  -1.1647
O  2.1381  0.7092  1.8595
H  -0.6620  -0.7082  -2.9118
H  0.7716  1.3330  -2.9799
O  -3.7607  -5.0615  1.3675
H  -1.3366  3.9008  0.5742
O  0.7038  1.6903  -1.3867
O  -0.8939  1.1341  -2.9831
O  2.5053  -0.0991  -2.1347
H  -1.4959  1.1408  -3.7009
O  -2.4665  -1.8626  0.8160
O  -0.1222  -0.5982  0.7447
O  -0.8155  3.1796  0.4958
H  2.9038  0.7449  -2.3885
O  2.1018  3.3998  1.0069
O  -1.2169  -1.0393  -2.2059
H  2.5007  0.8143  0.9884
H  -4.2882  -5.4875  0.7006
O  1.1744  1.7214  -3.7736



6.
Molecular formula: C2H9N2O
Method: DFT, wB97M-V/def2-TZVPD

Results
Frontier orbital gap = 4.88 eV
Energy above the lowest of the compared OMol25 structures with the same formula, charge and spin = 183.0 kcal per mole
E_LUMO = -9.81 eV
Net charge = +1

Positions of all 14 atoms, in Å:
H  1.1994  6.1809  -3.9399
C  -0.0342  1.3011  1.6422
N  0.0283  0.2515  0.7016
H  0.9342  1.8132  1.6890
H  -0.3165  0.9764  2.6447
H  0.4909  6.2075  -3.8205
H  0.0423  -1.1319  2.1161
O  0.5632  -0.2478  -2.2905
N  -0.7369  -1.8447  0.2231
H  1.2471  -0.6785  -2.8017
H  -0.7752  2.0566  1.3384
H  0.3598  -0.8285  -1.5742
C  -0.2564  -0.9983  1.0503
H  -0.7709  -2.8217  0.5027



7.
Molecular formula: C9H8OS2
Method: DFT, wB97M-V/def2-TZVPD

Results
Frontier orbital gap (alpha / beta) = 6.72 / 6.72 eV
SMILES = C/C(S)=C1/C=CC=C[C@]12SC2=O
Energy above the lowest of the compared OMol25 structures with the same formula, charge and spin = 38.1 kcal per mole
E_LUMO (alpha / beta) = -1.02 / -1.02 eV
Net charge = 0

Positions of all 20 atoms, in Å:
C  1.4912  1.5357  -1.0528
C  -0.0334  0.0112  0.1148
C  0.1837  0.0229  -2.3784
H  -2.6387  -0.9207  1.0828
H  -1.5871  -2.3346  0.9943
H  -0.1239  -0.3980  -3.3238
C  1.1364  0.9734  -2.3107
C  -0.4906  -0.4574  -1.1936
S  -2.4993  -0.3104  -1.4111
C  -0.5507  -0.4805  1.2836
H  1.6209  1.3228  -3.2086
C  -1.3813  -1.6091  -1.3735
H  -1.8742  -1.5486  2.5453
C  -1.7306  -1.3701  1.4808
H  1.4203  0.1794  2.4103
H  2.1996  2.3488  -1.0213
H  1.1792  1.5653  1.0191
O  -1.3772  -2.7909  -1.5009
C  0.9360  1.0743  0.0887
S  0.1949  -0.1186  2.8382



8.
Molecular formula: C14H15NO6S
Method: DFT, wB97M-V/def2-TZVPD

Results
Frontier orbital gap = 9.24 eV
SMILES = C[C@H](S[C@]1(C)OC(=O)c2ccccc2O1)C(=O)NCC(=O)O
Energy above the lowest of the compared OMol25 structures with the same formula, charge and spin = 0.7 kcal per mole
E_LUMO = -0.28 eV
Net charge = 0

Positions of all 37 atoms, in Å:
C  2.8159  0.5239  -3.0291
H  2.4839  1.5580  3.7379
O  0.3507  -1.2198  -2.1745
O  2.3549  0.8636  1.3262
O  3.7832  1.2304  -3.2254
H  -2.6929  1.6490  -0.8127
H  2.5839  -0.4119  -0.2461
C  0.9394  2.5765  4.8343
H  4.1069  -0.8904  -2.0395
C  -0.6257  2.2442  2.5261
C  0.0960  -1.4740  0.2055
C  3.0722  -0.7828  -2.2770
H  -1.4119  2.9281  -0.8670
H  -0.7710  -3.2395  1.2063
H  0.4377  -3.5897  -0.1102
C  0.8989  -1.1634  -1.0702
S  -1.3619  -0.4272  0.6102
C  -1.1739  2.8682  3.6738
C  -0.4146  3.0144  4.8566
H  0.7790  -1.4134  1.0429
N  2.2490  -0.9157  -1.0655
H  -2.2177  3.2329  3.7143
C  -1.6042  1.8508  -0.8129
H  0.9705  0.0565  -3.1880
H  -1.1791  1.3371  -1.7018
O  -1.4179  2.1367  1.4616
O  0.5028  1.4000  0.1596
H  2.8183  -1.6662  -2.9183
C  -0.9076  1.3382  0.3881
C  1.4654  1.9470  3.7246
C  -0.3852  -2.9273  0.2348
C  0.6799  1.8371  2.5436
C  1.2278  1.3193  1.2993
H  1.5646  2.6428  5.7562
H  -1.1969  -3.0362  -0.5251
O  1.5668  0.7566  -3.4689
H  -0.8076  3.4257  5.8097



9.
Molecular formula: C17H24N4O3
Method: DFT, wB97M-V/def2-TZVPD

Results
Frontier orbital gap = 8.42 eV
SMILES = NCCCC[C@H](NC(=O)[C@@H](N)Cc1c[nH]c2ccccc12)C(=O)O
Energy above the lowest of the compared OMol25 structures with the same formula, charge and spin = 77.4 kcal per mole
E_LUMO = 0.56 eV
Net charge = 0

Positions of all 48 atoms, in Å:
H  2.2201  2.2489  1.0799
C  5.7709  -1.0231  3.3247
H  6.9040  -0.2370  0.2539
H  -1.5578  -3.0182  -0.6178
H  -3.7438  1.0329  0.1797
N  -5.3201  -0.9382  -4.3291
H  4.5670  0.6697  0.0569
C  6.6665  -0.9466  2.2703
N  1.8865  -0.1092  -0.4329
H  7.7230  -1.2538  2.3287
C  3.9599  0.0406  2.0476
H  -4.4401  -0.6294  -4.8712
H  3.7149  -1.0435  5.1014
C  -1.9123  0.0310  -0.1625
N  3.5660  -0.5200  4.2182
C  4.8131  0.1789  0.9594
H  0.2581  0.0120  0.9075
H  -6.8514  0.3429  -3.7826
H  -2.9791  0.7845  -2.5756
H  -3.5370  -1.0621  -2.2163
C  -1.2994  -1.1545  -0.8450
C  2.6183  0.5177  2.3850
C  -3.3973  0.1606  -0.3630
H  -5.7431  -0.3180  -1.5536
H  -1.7234  -0.1298  0.9264
H  2.4080  -0.6321  0.2283
H  1.5112  0.3687  4.3185
C  0.9366  0.6618  0.3401
C  0.0807  1.5379  -0.5370
C  6.1555  -0.2618  1.1010
H  -3.8249  -0.6936  0.0869
H  -5.4168  1.2723  -4.0852
C  -5.7665  0.2435  -3.7315
O  -0.5251  -1.1914  -1.7296
O  0.4956  2.5031  -1.0826
H  0.9237  1.7595  2.1472
C  2.4607  0.2375  3.7483
H  -5.4370  1.4967  -1.8365
C  -3.6982  0.1191  -1.9404
H  -1.7033  1.8921  -1.2777
C  -5.2624  0.4582  -2.2113
H  1.4189  -0.6133  -1.1744
C  4.4733  -0.5706  3.2197
H  6.1262  -1.3597  4.3368
C  1.7361  1.3844  1.5351
N  -1.2663  1.3036  -0.5555
H  -6.1817  -1.2983  -5.0268
O  -1.8079  -2.2541  -0.1634



10.
Molecular formula: C20H30O
Method: DFT, wB97M-V/def2-TZVPD

Results
Frontier orbital gap = 7.22 eV
SMILES = CC1=C(/C=C/C(C)=C/C=C/C(C)=C/CO)C(C)(C)CCC1
Energy above the lowest of the compared OMol25 structures with the same formula, charge and spin = 0.0 kcal per mole
E_LUMO = -0.06 eV
Net charge = 0

Positions of all 51 atoms, in Å:
C  -0.4322  2.8033  -0.0319
C  1.0480  -1.9261  -0.3454
H  -0.8148  -6.0942  -0.6661
H  1.6755  -2.8296  -2.8644
C  -0.5072  1.3798  -0.0012
H  -0.0718  -2.1389  2.1034
C  0.1857  -6.1880  -0.2432
C  -2.7596  5.6403  0.8293
H  1.2925  -5.4686  1.4408
H  -0.8993  7.4304  1.5766
H  -0.3975  -5.8284  1.8022
H  2.2136  0.5240  -1.4639
H  0.9772  -5.9785  -2.2397
H  0.3128  7.6512  -0.9437
H  -0.8506  -1.1433  0.0892
C  0.1985  -3.1888  2.1604
C  1.2202  -5.6526  -1.2242
H  -1.4481  7.7079  -0.7315
H  -0.3737  -3.6485  2.9640
C  -0.0828  -3.9198  0.8416
H  3.1187  -3.1576  -1.9106
H  2.0488  1.9565  -0.4503
H  0.5234  3.2601  -0.2398
C  0.1840  -0.9208  -0.1286
H  2.2047  -6.0720  -0.9844
C  0.2728  -5.4001  1.0538
H  -1.9298  -2.7797  0.6537
H  2.0629  -1.6755  -0.6238
H  2.4924  -4.3888  -3.0029
H  0.2928  5.3032  -0.7948
C  1.3517  -4.1571  -1.2006
H  -2.1628  -4.4519  1.1359
H  -3.6467  5.0884  0.5225
C  -1.5340  5.0402  0.1935
C  2.2057  -3.6018  -2.3097
C  -1.5757  -3.7941  0.4975
C  0.7816  -3.3592  -0.2815
H  0.3657  -7.2487  -0.0547
C  -1.5018  3.5915  0.1995
H  -2.4412  3.1106  0.4455
H  1.2555  -3.2541  2.4109
C  1.9146  0.8808  -0.4784
H  -2.8965  6.6832  0.5563
H  2.5801  0.4346  0.2595
H  -1.7610  -4.0585  -0.5403
C  0.4961  0.4859  -0.1966
O  -0.2698  7.8258  0.9636
C  -0.5560  5.7895  -0.3400
H  -2.6897  5.5700  1.9160
H  -1.4954  0.9813  0.2010
C  -0.5113  7.2907  -0.3255